(1)
The following is a quantum chemistry calculation of C29H28N4O3S in the gas phase, from the OMol25 dataset.

Last column: natural (NBO) charge in e.
Element x y z (Å)
H -0.506 3.975 0.043  0.212
H -3.765 1.449 -1.146  0.224
C -1.020 1.664 -1.183  0.316
C -2.180 -0.561 -0.903  0.068
H 2.271 4.076 0.878  0.207
H 5.037 -1.360 2.469  0.223
H -6.822 -4.572 2.837  0.216
H -2.515 -1.440 -2.829  0.232
C -3.511 -1.427 0.900  -0.315
C 3.318 0.241 -0.559  -0.231
H 2.810 0.692 -1.394  0.242
H -5.916 -2.382 2.066  0.173
H 4.497 3.038 0.873  0.202
H -5.292 3.106 -0.108  0.222
C 3.395 -1.154 -0.484  -0.102
H -6.049 -5.380 1.465  0.217
C 2.349 2.992 0.868  -0.607
C -0.002 -0.066 -1.973  0.183
H -3.769 -1.406 1.946  0.227
C -4.224 3.255 -0.085  -0.258
C -5.473 -3.327 1.721  -0.065
H 2.220 2.624 1.884  0.201
C 4.559 -0.890 1.624  -0.249
C -2.539 -0.559 0.437  -0.127
C -2.796 -1.441 -1.787  -0.190
C 3.039 -3.399 -1.270  -0.332
H 2.936 2.805 -1.728  0.219
H 2.344 -2.266 -3.531  0.246
S 0.337 -1.707 -2.416  0.284
C 3.822 3.058 -1.153  -0.607
H 5.418 0.687 3.439  0.219
H 2.668 -4.128 -1.974  0.227
H -7.351 -4.224 1.183  0.215
C -1.561 3.746 0.002  0.075
N -1.167 0.305 -1.359  -0.379
N -2.377 4.626 0.543  -0.409
C -3.370 2.328 -0.656  -0.146
H -4.305 5.136 0.967  0.195
H 4.319 2.010 3.037  0.221
N 0.771 0.974 -2.154  -0.339
O 3.854 -5.125 0.119  -0.570
C -4.129 -2.316 0.023  0.323
C 2.153 -1.600 -2.690  -0.548
H 5.897 1.909 2.260  0.223
C 4.036 -1.714 0.634  0.323
C 2.881 -2.070 -1.472  0.061
N 0.140 2.041 -1.658  -0.270
O -5.081 -3.211 0.365  -0.490
H 4.697 2.627 -1.636  0.209
C -6.493 -4.451 1.809  -0.618
H -4.600 -3.556 2.346  0.176
H 1.548 2.595 0.249  0.223
C 3.845 1.065 0.415  0.064
H -2.054 0.121 1.122  0.222
H 2.362 -0.571 -2.964  0.270
C 3.702 2.565 0.290  -0.257
C 4.473 0.487 1.535  -0.001
H -4.247 -2.999 -1.994  0.232
H 3.924 4.141 -1.160  0.211
C -3.678 4.385 0.507  0.041
O 4.172 -3.049 0.810  -0.452
C 5.059 1.321 2.633  -0.636
C -1.996 2.563 -0.605  -0.139
C -3.761 -2.307 -1.327  -0.244
C 3.698 -3.949 -0.101  0.737

Computed properties:
Total charge = 0
2S+1 = 1
SMILES string = CCOc1ccc(-n2c(SCc3cc(=O)oc4cc(C)c(C(C)C)cc34)nnc2-c2cccnc2)cc1
HOMO level = -8.3 eV

(2)
The following is a quantum chemistry calculation of a molecular structure, C17H14ClNO2RhS2, from the OMol25 dataset.

Last column: Mulliken charge in e.
Element x y z (Å)
O 3.145 1.243 5.026  -0.699
H 2.474 2.390 0.560  0.556
C 0.796 0.045 4.832  0.024
H -2.803 -0.903 5.519  0.341
S -0.339 2.087 1.536  -0.216
H 0.876 1.704 -1.430  0.486
H 1.344 -0.977 6.648  0.368
H -1.367 -2.094 -1.768  0.374
H -0.701 0.344 -2.594  0.557
C -0.807 -1.010 6.233  -0.536
Cl 0.104 -1.639 1.424  -0.483
C -1.395 0.124 -1.790  -0.565
H 4.008 0.232 1.248  0.471
H -2.274 2.113 -1.369  0.453
C 0.434 1.274 2.845  0.025
C -2.239 1.062 -1.127  -0.641
H -2.272 0.523 3.508  0.284
H -3.179 -1.873 0.272  0.417
C 0.525 -0.655 6.002  -0.502
C -2.762 -1.057 -0.312  -0.907
C 2.768 -0.844 -0.287  -0.812
H 1.171 -1.010 -1.848  0.394
C 1.792 -0.365 -1.223  -0.059
H -3.932 0.790 0.340  0.399
S 2.388 0.408 4.130  1.061
C 3.230 0.262 0.484  -0.231
N 1.755 1.272 2.886  -0.450
C -0.184 0.520 3.943  0.833
H -1.060 -1.616 7.096  0.351
O 3.041 -0.795 3.636  -0.632
C -1.740 -1.171 -1.324  -0.149
C -1.501 0.169 4.197  -0.569
C -1.781 -0.612 5.325  -0.527
C 1.617 1.038 -0.990  -0.298
Rh -1.220 0.034 0.229  0.634
C 2.454 1.409 0.093  -0.679
H 3.013 -1.885 -0.100  0.359
C -3.106 0.354 -0.229  -0.431

Computed properties:
Total charge = -1
2S+1 = 5
HOMO level (alpha / beta) = -2.1 / -4.9 eV
<S²> = 6.0345

(3)
The following is a quantum chemistry calculation of a molecular structure, C41H39N4O3S4Ti, from the OMol25 dataset.

Last column: Mulliken charge in e.
Element x y z (Å)
C -4.292 -19.711 14.698  -1.186
H 2.911 -14.128 8.904  0.462
H -1.667 -21.037 6.759  0.361
C 3.448 -17.685 10.459  -0.398
C 5.536 -18.782 11.130  -1.190
H 6.456 -12.746 11.620  0.550
C 5.969 -14.765 8.940  -1.093
H 4.552 -19.761 18.885  0.372
C 3.810 -16.561 11.387  -1.288
C 6.061 -13.548 11.032  -0.772
H 2.651 -10.633 11.919  0.401
C 4.042 -19.855 9.532  0.799
Ti -0.129 -18.797 11.140  0.859
O 1.511 -18.447 12.406  0.075
C 6.005 -20.996 10.243  -0.781
C -6.261 -20.980 13.489  -1.434
H 5.499 -20.860 17.885  0.410
C 0.880 -14.773 11.611  -0.986
H 1.300 -10.976 13.012  0.411
C 6.356 -13.635 9.703  -0.653
O -0.688 -21.932 8.393  -0.263
H -4.958 -18.918 15.013  0.504
C 4.733 -15.585 10.865  1.214
H 6.262 -14.808 7.914  0.487
N -3.065 -18.189 11.687  -0.625
C 4.874 -20.976 9.498  -1.047
C -4.990 -21.065 14.427  0.772
H 5.472 -20.438 15.504  0.383
C 2.850 -19.787 8.744  -1.259
H -5.993 -21.228 12.472  0.335
C 3.436 -16.451 12.687  2.424
C 2.448 -18.037 15.925  -0.314
C -0.639 -20.946 9.258  0.674
C 4.186 -18.996 14.533  -0.228
H -5.117 -18.270 12.353  0.450
S 0.378 -21.139 10.607  -0.404
C 2.977 -18.724 17.013  -0.956
H 2.679 -20.620 8.097  0.531
H 5.397 -13.873 13.788  0.423
H 0.121 -15.463 11.929  0.633
H -2.688 -22.117 7.741  0.331
C 3.038 -18.206 14.693  0.404
H 7.040 -12.909 9.309  0.463
H 5.791 -17.977 11.835  0.548
O -0.062 -17.055 10.349  -0.180
H 3.718 -15.405 14.532  0.692
H -6.965 -21.726 13.870  0.409
H 6.626 -21.886 10.206  0.417
H 0.595 -13.432 13.234  0.524
C 6.350 -19.914 11.062  -0.693
N -2.268 -19.266 13.390  -0.767
S 2.143 -17.419 13.423  0.382
H -3.504 -19.876 15.439  0.362
H -4.513 -23.065 13.781  0.396
S 1.066 -16.390 9.500  -0.090
C 2.378 -17.633 9.614  1.407
H -6.672 -19.984 13.653  0.384
C 2.425 -14.036 9.903  -0.668
C 1.561 -14.977 10.403  1.515
C 4.678 -19.702 15.588  -1.038
H -5.356 -21.260 15.439  0.284
C 4.034 -19.605 16.814  1.046
H 2.489 -18.707 17.982  0.410
C 3.986 -15.424 13.506  -1.444
C 2.067 -18.683 8.725  -1.380
S -1.548 -19.506 9.118  -0.306
H 1.163 -18.671 8.123  0.746
H 4.653 -21.802 8.870  0.542
H 4.636 -19.038 13.560  0.373
H -3.327 -22.364 14.874  0.369
N -3.550 -19.129 13.521  0.486
C -1.684 -21.978 7.339  -0.716
C 4.355 -18.764 10.380  1.219
C 5.161 -15.683 9.516  -0.860
N -2.000 -18.690 12.232  0.555
C -4.086 -18.481 12.475  -0.087
H -1.405 -22.841 6.758  0.269
C 1.989 -12.674 11.818  0.630
C 2.226 -11.362 12.582  -1.501
H 4.754 -16.434 8.857  0.335
C 4.520 -20.421 17.995  -1.482
H -3.392 -21.818 13.161  0.225
H 3.264 -12.071 10.224  0.392
C 5.299 -14.510 11.645  0.824
C -3.991 -22.133 14.034  -1.279
C 1.089 -13.636 12.299  -0.654
H 1.581 -17.390 16.008  0.528
H 2.913 -11.575 13.393  0.294
C 4.961 -14.566 13.052  -1.380
H 3.817 -21.281 18.210  0.293
C 2.660 -12.908 10.615  -0.661
H 7.291 -19.916 11.627  0.472

Computed properties:
Total charge = +2
2S+1 = 2
HOMO level (alpha / beta) = -13.1 / -13.1 eV
<S²> = 0.7538

Among the records above, which one has the highest 2S+1?
C17H14ClNO2RhS2

Copy entry 1 word for word.
The following is a quantum chemistry calculation of C29H28N4O3S in the gas phase, from the OMol25 dataset.

Last column: natural (NBO) charge in e.
Element x y z (Å)
H -0.506 3.975 0.043  0.212
H -3.765 1.449 -1.146  0.224
C -1.020 1.664 -1.183  0.316
C -2.180 -0.561 -0.903  0.068
H 2.271 4.076 0.878  0.207
H 5.037 -1.360 2.469  0.223
H -6.822 -4.572 2.837  0.216
H -2.515 -1.440 -2.829  0.232
C -3.511 -1.427 0.900  -0.315
C 3.318 0.241 -0.559  -0.231
H 2.810 0.692 -1.394  0.242
H -5.916 -2.382 2.066  0.173
H 4.497 3.038 0.873  0.202
H -5.292 3.106 -0.108  0.222
C 3.395 -1.154 -0.484  -0.102
H -6.049 -5.380 1.465  0.217
C 2.349 2.992 0.868  -0.607
C -0.002 -0.066 -1.973  0.183
H -3.769 -1.406 1.946  0.227
C -4.224 3.255 -0.085  -0.258
C -5.473 -3.327 1.721  -0.065
H 2.220 2.624 1.884  0.201
C 4.559 -0.890 1.624  -0.249
C -2.539 -0.559 0.437  -0.127
C -2.796 -1.441 -1.787  -0.190
C 3.039 -3.399 -1.270  -0.332
H 2.936 2.805 -1.728  0.219
H 2.344 -2.266 -3.531  0.246
S 0.337 -1.707 -2.416  0.284
C 3.822 3.058 -1.153  -0.607
H 5.418 0.687 3.439  0.219
H 2.668 -4.128 -1.974  0.227
H -7.351 -4.224 1.183  0.215
C -1.561 3.746 0.002  0.075
N -1.167 0.305 -1.359  -0.379
N -2.377 4.626 0.543  -0.409
C -3.370 2.328 -0.656  -0.146
H -4.305 5.136 0.967  0.195
H 4.319 2.010 3.037  0.221
N 0.771 0.974 -2.154  -0.339
O 3.854 -5.125 0.119  -0.570
C -4.129 -2.316 0.023  0.323
C 2.153 -1.600 -2.690  -0.548
H 5.897 1.909 2.260  0.223
C 4.036 -1.714 0.634  0.323
C 2.881 -2.070 -1.472  0.061
N 0.140 2.041 -1.658  -0.270
O -5.081 -3.211 0.365  -0.490
H 4.697 2.627 -1.636  0.209
C -6.493 -4.451 1.809  -0.618
H -4.600 -3.556 2.346  0.176
H 1.548 2.595 0.249  0.223
C 3.845 1.065 0.415  0.064
H -2.054 0.121 1.122  0.222
H 2.362 -0.571 -2.964  0.270
C 3.702 2.565 0.290  -0.257
C 4.473 0.487 1.535  -0.001
H -4.247 -2.999 -1.994  0.232
H 3.924 4.141 -1.160  0.211
C -3.678 4.385 0.507  0.041
O 4.172 -3.049 0.810  -0.452
C 5.059 1.321 2.633  -0.636
C -1.996 2.563 -0.605  -0.139
C -3.761 -2.307 -1.327  -0.244
C 3.698 -3.949 -0.101  0.737

Computed properties:
Total charge = 0
2S+1 = 1
SMILES string = CCOc1ccc(-n2c(SCc3cc(=O)oc4cc(C)c(C(C)C)cc34)nnc2-c2cccnc2)cc1
HOMO level = -8.3 eV